[1]
A cluster of 2 separate species, C2H8N2S in total. Source: the Open Molecules 2025 dataset; level of theory: ωB97M-V with the def2-TZVPD basis set.

Calculated values
LUMO = 0.630 eV
energy above the lowest of the compared OMol25 structures with the same formula, charge and spin = 26.9 kJ/mol
strongest force on any atom = 1.23 eV/A
SMILES = C/N=C\N.S
HOMO-LUMO gap = 10.1 eV

The geometry in XYZ format:
```
13
C2H8N2S | the Open Molecules 2025 dataset | ωB97M-V with the def2-TZVPD basis set
C 0.2534 -1.1203 0.6717
N 0.0525 1.6376 1.1398
C -1.0320 0.7581 1.1736
N -0.9976 -0.5054 1.0933
H 0.7326 -0.5501 -0.1270
H 0.0142 -2.1201 0.3222
H 0.9103 -1.2438 1.5382
H 0.7032 1.3880 0.4041
H -0.2296 2.5998 1.0118
H -1.9850 1.1827 1.4839
S 0.3684 -0.9086 -3.4460
H 1.4631 -1.0203 -2.6802
H -0.2536 -0.0977 -2.5854
```


[2]
A structure of composition C32H31CaN5O4Si. Source: the Open Molecules 2025 dataset; level of theory: ωB97M-V with the def2-TZVPD basis set.

Calculated values
LUMO = 4.477 eV
energy above the lowest of the compared OMol25 structures with the same formula, charge and spin = 121.1 kJ/mol
charge = -2
strongest force on any atom = 3.89 eV/A
HOMO-LUMO gap = 6.8 eV

The geometry in XYZ format:
```
74
C32H31CaN5O4Si | the Open Molecules 2025 dataset | ωB97M-V with the def2-TZVPD basis set
Ca -1.0397 0.5408 -0.3201
C -4.7715 -1.1650 -0.0227
C -4.8152 0.3304 0.0670
C -5.9184 1.0525 0.3806
C -5.7864 2.4247 0.5799
C -4.6038 3.0474 0.3755
C -3.4949 2.3328 -0.0921
N -3.6084 0.9277 -0.1820
N -2.2372 2.7528 -0.3306
Si -1.6675 4.3470 0.0611
C -1.3727 4.7305 1.8456
C 0.0324 4.3232 -0.6629
C -2.5523 5.8424 -0.6510
H -3.7826 -1.5486 -0.1630
H -5.2947 -1.5137 -0.9151
H -5.2750 -1.6141 0.8885
H -6.8809 0.5594 0.6162
H -6.6405 3.0061 0.8890
H -4.6023 4.0512 0.7417
H -0.3854 4.3470 2.0638
H -2.0459 4.2100 2.5651
H -1.4516 5.7688 1.9464
H 0.6374 3.6946 -0.0569
H 0.5514 5.2709 -0.7366
H 0.0208 3.8416 -1.6367
H -3.5338 5.9872 -0.2118
H -2.6616 5.9123 -1.7338
H -1.9279 6.7717 -0.4430
O -2.4159 -3.2512 2.1297
C -1.4196 -3.0843 1.4025
N -0.3251 -4.0346 1.4645
C 0.8660 -3.2775 1.1422
C 0.2567 -2.0939 0.3556
O 0.8856 -1.3165 -0.3599
N -1.0566 -1.9982 0.6031
C 1.5723 -2.7197 2.4538
C 2.1820 -3.5990 3.3637
C 2.7542 -3.1234 4.4879
C 2.6940 -1.7776 4.8608
C 2.0338 -0.8976 4.0341
C 1.4808 -1.3781 2.8105
C 1.7758 -4.0054 0.2498
C 1.3989 -5.1789 -0.3838
C 2.3076 -5.7996 -1.2068
C 3.5625 -5.2595 -1.3997
C 3.9539 -4.0121 -0.8396
C 3.0607 -3.4093 0.0186
H -0.3326 -4.4159 2.3981
H 2.2634 -4.7210 3.0611
H 3.3075 -3.7865 5.1297
H 3.1005 -1.4230 5.7938
H 1.8686 0.0996 4.3485
H 0.9886 -0.6075 2.1821
H 0.4279 -5.5377 -0.2976
H 1.9758 -6.7204 -1.6045
H 4.2561 -5.6847 -2.1030
H 4.9188 -3.5546 -1.0020
H 3.2393 -2.4618 0.5314
N 0.7034 1.9184 2.6861
C -0.0228 1.2784 2.0263
O -0.6092 0.1962 -4.6864
C -0.0165 0.5045 -3.6309
O -0.5130 0.6359 -2.4779
C 1.5399 0.8029 -3.7747
C 2.4015 0.4416 -4.8592
C 3.6726 0.8827 -4.8725
C 4.2278 1.5464 -3.8272
C 3.3944 2.0060 -2.8223
C 2.0792 1.6098 -2.8000
H 1.8992 -0.0413 -5.6951
H 4.3101 0.5873 -5.7055
H 5.2019 1.9351 -3.9255
H 3.9041 2.6478 -2.0986
H 1.3541 1.8469 -2.0232
```


[3]
A cluster of 2 separate species, C6H9N2O in total. Source: the Open Molecules 2025 dataset; level of theory: ωB97M-V with the def2-TZVPD basis set.

Calculated values
LUMO (spin up / spin down) = -4.673 / -4.674 eV
energy above the lowest of the compared OMol25 structures with the same formula, charge and spin = 372.3 kJ/mol
charge = +1
strongest force on any atom = 6.77 eV/A
HOMO-LUMO gap (spin up / spin down) = 8.3 / 8.3 eV

The geometry in XYZ format:
```
18
C6H9N2O | the Open Molecules 2025 dataset | ωB97M-V with the def2-TZVPD basis set
C 1.0074 -2.0617 -0.6651
C 0.6270 -2.0981 0.6427
C 0.5589 -0.9810 -1.5455
C -0.1754 -1.1001 1.3840
C -0.6926 -0.8022 -1.2427
C -1.1607 -0.2797 0.9167
N 0.7607 1.6066 -0.6579
N -1.7713 0.6376 1.6214
O -1.6692 -0.5859 -0.4861
H 1.5953 -2.8557 -1.1102
H 1.0875 -2.9318 1.2150
H 1.1272 -0.5651 -2.3940
H 0.0608 -0.8806 2.3868
H -0.1906 2.1074 -0.5769
H 1.3379 1.8782 -1.3552
H 1.1407 1.8545 0.2868
H -1.4471 1.0625 2.4827
H -2.7314 0.7994 1.4604
```


[4]
A structure of composition C42H33CsF3GeN4O3S2. Source: the Open Molecules 2025 dataset; level of theory: ωB97M-V with the def2-TZVPD basis set.

Calculated values
LUMO (spin up / spin down) = 3.818 / 3.815 eV
⟨S²⟩ = 0.757
energy above the lowest of the compared OMol25 structures with the same formula, charge and spin = 73.7 kJ/mol
2S+1 = 2
charge = -2
strongest force on any atom = 2.26 eV/A
HOMO-LUMO gap (spin up / spin down) = 3.9 / 6.3 eV

The geometry in XYZ format:
```
89
C42H33CsF3GeN4O3S2 | the Open Molecules 2025 dataset | ωB97M-V with the def2-TZVPD basis set
Cs 2.4936 -0.4292 0.3262
N 3.1162 4.7225 -1.9070
C 2.8884 3.3647 -1.6766
S 2.9961 2.8294 -0.0534
N 2.5368 2.7224 -2.7681
N 2.4370 1.3576 -2.6273
C 1.5424 0.7677 -3.3372
C 0.5455 1.4213 -4.2431
C -0.7790 0.9867 -4.2827
C -1.6951 1.5752 -5.1460
C -1.3045 2.6012 -5.9914
C 0.0161 3.0324 -5.9683
C 0.9299 2.4530 -5.1026
C 1.6209 -0.7329 -3.2731
C 2.8797 -1.3391 -3.2928
C 2.9588 -2.7155 -3.2174
C 1.7874 -3.4491 -3.1103
C 0.5866 -2.7645 -3.0886
N 0.4926 -1.4386 -3.1807
H 2.9411 5.2939 -1.0977
H 2.6593 5.0357 -2.7523
H -1.0925 0.1883 -3.6296
H -2.7219 1.2298 -5.1405
H -2.0217 3.0660 -6.6577
H 0.3387 3.8324 -6.6242
H 1.9487 2.8072 -5.0679
H 3.7619 -0.7172 -3.3467
H 3.9221 -3.2083 -3.1986
H 1.8038 -4.5243 -2.9959
H -0.3485 -3.3007 -2.9641
C -2.0657 -4.7702 0.0537
C -2.2327 -3.4427 -0.4054
C -1.6039 -2.4125 0.2315
C -0.7671 -2.6329 1.3599
C -0.0910 -1.5506 2.0045
C 0.7858 -1.8702 3.0080
C 0.9635 -3.2015 3.4687
C 0.2756 -4.2245 2.8904
C -0.5934 -3.9653 1.7996
C -1.2641 -5.0210 1.1291
H -2.5671 -5.5863 -0.4543
H -2.8595 -3.2431 -1.2668
H -1.7274 -1.3969 -0.1239
H 1.3898 -1.0939 3.4772
H 1.6754 -3.4048 4.2609
H 0.4186 -5.2498 3.2143
H -1.1125 -6.0355 1.4826
C -2.2478 4.4911 -0.9586
C -1.8086 3.3252 -1.5709
C -1.4398 2.2331 -0.7934
C -1.5008 2.2619 0.5984
C -1.9353 3.4503 1.1902
C -2.3078 4.5500 0.4283
Ge -0.8577 0.6487 1.6782
C -0.2032 1.5700 3.3041
C 0.9624 2.3332 3.1852
C 1.4692 3.0629 4.2520
C 0.8170 3.0448 5.4787
C -0.3445 2.3003 5.6167
C -0.8474 1.5758 4.5415
C -2.6828 0.0053 2.2340
C -3.8404 0.4341 1.5836
C -5.1014 -0.0348 1.9374
C -5.2454 -0.9485 2.9698
C -4.1097 -1.3877 3.6393
C -2.8564 -0.9202 3.2703
H -2.5235 5.3512 -1.5584
H -1.7245 3.2707 -2.6505
H -1.0590 1.3454 -1.2929
H -1.9799 3.5255 2.2730
H -2.6367 5.4596 0.9215
H 1.4744 2.3907 2.2287
H 2.3719 3.6464 4.1149
H 1.2094 3.6111 6.3161
H -0.8703 2.2824 6.5661
H -1.7641 1.0126 4.6737
H -3.7634 1.1540 0.7765
H -5.9739 0.3188 1.3974
H -6.2265 -1.3182 3.2465
H -4.1952 -2.1091 4.4450
H -1.9877 -1.3057 3.7931
F 5.6105 -2.1683 -0.9700
C 5.4457 -3.3220 -0.2876
F 6.5594 -3.5137 0.4384
F 5.3901 -4.3185 -1.1953
S 3.9174 -3.2494 0.7411
O 3.8064 -4.5674 1.3075
O 2.9179 -2.8874 -0.2499
O 4.2174 -2.1707 1.6658
```


Question: Number 1 is which compound?
Answer: C2H8N2S


Question: Which value of strongest force on any atom does entry 4 give?
Answer: 2.26 eV/A


Question: strongest force on any atom of number 4 (C42H33CsF3GeN4O3S2)?
Answer: 2.26 eV/A